[1]
57
Properties=species:S:1:pos:R:3:forces:R:3:lowdin_charge:R:1 method="wB97M-V/def2-TZVPD" total_charge=0 homo_lumo_gap_ev=10.1 total_energy_ev=-46944.8217 smiles="O=C(NC[C@H]1C[C@@H]2CC[C@H]1N2C(=O)[C@H]1CCS(=O)(=O)C1)[C@@H](F)C1CCOCC1" de_lowest_kcal_mol=5.5 mol_weight_g_mol=416.5
O 1.874 1.911 -0.593 0.0 0.0 0.0 0.09
C 1.555 2.171 0.550 0.2 -0.1 0.0 -0.44
N 1.089 1.256 1.436 -0.3 0.1 0.0 0.09
C 0.723 -0.107 1.082 0.2 0.0 -0.2 -0.13
C -0.660 -0.255 0.447 -0.1 0.0 0.1 -0.22
C -0.752 0.225 -1.033 0.0 0.0 0.0 -0.07
C -1.153 -1.052 -1.782 0.0 0.0 0.0 -0.23
C -2.621 -1.390 -1.470 0.0 0.0 0.0 -0.10
C -2.545 -1.855 0.010 0.0 0.0 0.0 -0.09
C -1.039 -1.740 0.315 0.0 0.0 0.0 -0.23
N -0.435 -2.062 -0.989 0.0 0.0 0.0 0.03
C -0.181 -3.311 -1.476 0.0 0.0 0.0 -0.41
O -0.214 -3.573 -2.663 0.0 0.0 0.0 0.10
C 0.244 -4.342 -0.441 0.0 0.0 0.0 -0.27
C 0.448 -5.732 -1.051 0.0 0.0 0.0 -0.16
C 1.114 -6.608 0.015 0.0 0.0 0.0 -0.20
S 1.995 -5.476 1.108 0.0 0.0 0.0 0.67
O 1.286 -5.417 2.363 0.0 0.0 0.0 -0.32
O 3.411 -5.724 1.090 0.0 0.0 0.0 -0.31
C 1.587 -3.989 0.199 0.0 0.0 0.0 -0.18
C 1.654 3.599 1.088 0.0 0.0 0.0 -0.24
F 2.971 4.013 0.953 0.0 0.0 0.0 0.02
C 0.745 4.525 0.305 0.0 0.0 0.0 -0.27
C -0.715 4.080 0.403 0.0 0.0 0.0 -0.12
C -1.612 5.081 -0.311 0.0 0.0 0.0 -0.21
O -1.453 6.387 0.207 0.0 0.0 0.0 -0.13
C -0.123 6.851 0.042 0.0 0.0 0.0 -0.20
C 0.872 5.970 0.780 0.0 0.0 0.0 -0.13
H 0.820 1.590 2.346 0.0 0.0 0.0 0.14
H 1.481 -0.490 0.397 0.0 0.0 0.0 0.13
H 0.770 -0.697 2.000 0.0 0.0 0.0 0.13
H -1.390 0.253 1.083 0.0 0.0 0.0 0.14
H -1.490 1.015 -1.173 0.0 0.0 0.0 0.11
H 0.212 0.591 -1.376 0.0 0.0 0.0 0.10
H -0.882 -1.085 -2.831 0.0 0.0 0.0 0.15
H -3.274 -0.530 -1.613 0.0 0.0 0.0 0.11
H -2.970 -2.193 -2.118 0.0 0.0 0.0 0.11
H -3.142 -1.243 0.686 0.0 0.0 0.0 0.11
H -2.878 -2.888 0.118 0.0 0.0 0.0 0.11
H -0.687 -2.365 1.133 0.0 0.0 0.0 0.14
H -0.514 -4.396 0.347 0.0 0.0 0.0 0.15
H -0.491 -6.162 -1.392 0.0 0.0 0.0 0.13
H 1.090 -5.632 -1.926 0.0 0.0 0.0 0.13
H 0.396 -7.125 0.648 0.0 0.0 0.0 0.10
H 1.832 -7.319 -0.386 0.0 0.0 0.0 0.10
H 2.354 -3.821 -0.557 0.0 0.0 0.0 0.13
H 1.569 -3.164 0.908 0.0 0.0 0.0 0.10
H 1.416 3.640 2.157 0.0 0.0 0.0 0.15
H 1.062 4.456 -0.742 0.0 0.0 0.0 0.16
H -0.852 3.090 -0.040 0.0 0.0 0.0 0.11
H -1.018 4.023 1.455 0.0 0.0 0.0 0.13
H -1.383 5.078 -1.387 0.0 0.0 0.0 0.13
H -2.664 4.826 -0.186 0.0 0.0 0.0 0.13
H 0.125 6.879 -1.029 0.0 0.0 0.0 0.13
H -0.105 7.871 0.421 0.0 0.0 0.0 0.12
H 0.662 6.024 1.854 0.0 0.0 0.0 0.13
H 1.887 6.338 0.621 0.0 0.0 0.0 0.12

***

[2]
37
Properties=species:S:1:pos:R:3:forces:R:3:lowdin_charge:R:1 method="wB97M-V/def2-TZVPD" total_charge=+4 homo_lumo_gap_ev="5.3 / 3.6" total_energy_ev=-25422.7653 spin_multiplicity=4 mol_weight_g_mol=446.3
C 2.598 -0.447 0.840 0.0 0.6 -1.3 -0.05
N 1.304 -0.187 0.533 -0.9 -0.1 -0.4 -0.11
N 1.273 0.381 -0.733 -0.2 -0.1 0.5 -0.02
C 2.550 0.484 -1.182 -0.2 -0.6 0.5 0.01
C 3.405 -0.041 -0.233 -0.1 -0.1 0.6 0.05
B 0.000 0.471 -1.615 1.6 -1.8 0.3 -0.40
N -0.905 -0.787 -1.300 0.1 0.2 -0.2 0.04
N -0.925 -1.558 -0.130 0.1 1.3 0.8 -0.17
C -1.384 -2.810 -0.445 -0.5 0.5 -1.9 -0.01
C -1.618 -2.846 -1.820 -0.3 -1.0 1.2 0.08
C -1.344 -1.584 -2.310 0.7 0.6 1.0 0.07
Re -0.261 -1.199 1.767 5.1 -2.3 -0.9 1.82
N -0.507 1.954 -1.814 -1.6 0.8 0.8 0.11
N -1.701 2.452 -1.342 0.8 -1.1 -0.1 0.27
C -1.807 3.709 -1.792 -0.5 0.5 -0.2 0.14
C -0.711 4.032 -2.647 -0.6 0.8 -0.1 0.24
C 0.085 2.890 -2.627 0.9 -1.3 0.2 0.17
H -2.652 4.340 -1.541 -0.1 0.0 0.2 0.19
H 1.012 2.672 -3.128 0.2 0.1 -0.3 0.18
H -0.563 4.935 -3.207 0.2 0.5 -0.3 0.18
H 0.408 0.260 -2.755 -0.3 0.3 0.1 0.18
H -1.335 -1.205 -3.319 -0.3 -0.1 -0.1 0.17
H 2.748 0.857 -2.175 0.2 0.0 0.0 0.15
H -1.960 -3.702 -2.372 -0.1 -0.2 -0.2 0.15
H 4.471 -0.151 -0.296 0.2 0.1 -0.1 0.14
H -1.502 -3.553 0.329 -0.1 -0.2 -0.2 0.14
H 2.849 -0.919 1.782 0.2 0.1 -0.2 0.13
H -2.493 -1.215 3.030 -0.1 -0.3 0.0 0.08
C -1.829 -2.010 2.630 -1.4 -0.5 0.2 -0.24
H -2.436 -2.663 1.983 -0.1 0.2 0.4 0.06
H -0.980 0.120 1.828 -1.3 2.6 0.4 0.06
H -1.474 -2.617 3.491 0.1 0.0 -0.1 0.10
C 1.144 0.039 4.162 1.2 1.3 1.9 -0.01
O 0.821 -0.865 3.145 -3.1 -0.1 -2.6 -0.32
H 0.271 0.637 4.462 0.1 -0.5 -0.2 0.13
H 1.948 0.700 3.810 -0.1 -0.3 0.1 0.13
H 1.501 -0.573 4.994 0.1 0.2 0.1 0.14

***

[3]
24
Properties=species:S:1:pos:R:3:forces:R:3:lowdin_charge:R:1 method="wB97M-V/def2-TZVPD" total_charge=+1 homo_lumo_gap_ev="4.1 / 4.4" total_energy_ev=-11477.9416 spin_multiplicity=3 de_lowest_kcal_mol=88.2 mol_weight_g_mol=131.2
C -1.136 1.246 1.123 -1.0 1.9 -2.4 0.00
C -1.581 2.188 0.018 -2.4 0.2 1.1 -0.03
C -2.451 -1.484 -0.121 -1.0 -0.2 -1.6 -0.07
C 4.270 -1.013 0.814 2.3 -1.8 -1.1 -0.07
C -2.555 -0.012 -0.508 -2.6 -0.6 -2.2 -0.21
C -0.100 0.542 -1.079 0.0 -1.6 3.0 -0.37
N 3.359 -0.927 -0.328 4.9 0.4 0.4 0.23
N -1.400 0.796 -0.232 0.2 0.3 -0.8 -0.25
O 0.181 1.117 -2.107 -0.1 0.6 -1.2 -0.02
H -0.129 1.298 1.313 2.0 -0.2 1.0 0.08
H -1.918 1.166 1.795 -1.0 -0.9 1.6 0.11
H -2.634 2.576 0.037 1.1 -0.6 0.1 0.15
H -0.943 2.773 -0.542 1.5 1.2 -0.8 0.10
H -2.012 -2.064 -0.949 0.2 0.1 0.6 0.08
H -1.884 -1.504 0.768 0.8 -0.6 1.1 0.05
H -3.462 -1.940 0.070 1.0 0.7 -0.1 0.10
H 5.237 -1.190 0.251 -0.4 0.5 1.6 0.11
H 4.377 -0.381 1.771 -1.0 0.0 -2.0 0.15
H 4.120 -2.014 1.263 -0.2 -0.2 -0.1 0.13
H -3.437 0.355 0.052 0.5 0.5 -0.3 0.13
H -2.772 0.132 -1.646 0.3 -0.3 2.0 0.18
H 0.229 -0.314 -0.492 0.9 -0.6 -1.0 0.07
H 2.612 -0.366 0.003 -2.5 1.2 -1.3 0.07
H 4.028 -0.980 -1.272 -3.3 0.2 2.3 0.26

***

[4]
95
Properties=species:S:1:pos:R:3:forces:R:3:lowdin_charge:R:1 method="wB97M-V/def2-TZVPD" total_charge=-1 homo_lumo_gap_ev=8.5 total_energy_ev=-54593.4817 de_lowest_kcal_mol=170.6 mol_weight_g_mol=634.9
C -0.638 0.252 0.166 -6.1 -2.1 -0.4 -0.24
O -0.829 -1.141 0.408 -1.0 -0.4 0.5 -0.50
H -1.400 0.273 -0.762 2.3 1.9 1.2 0.11
H 0.374 0.242 0.063 2.9 2.0 -0.7 0.01
H -1.163 0.838 1.035 1.5 -0.1 -1.3 0.08
N 1.472 0.980 3.830 -3.1 -4.6 -1.9 -0.02
C 2.627 1.168 4.469 -0.6 4.3 1.3 -0.15
C 2.637 2.556 4.691 -0.3 0.3 -2.0 -0.09
C 1.540 3.168 3.911 0.5 -0.2 1.3 -0.10
C 0.797 2.119 3.448 1.6 -0.3 1.3 -0.14
H 0.985 0.013 3.707 1.5 2.4 0.3 0.14
H 3.489 0.578 4.636 -0.1 -1.3 0.2 0.11
H 3.494 3.074 5.050 0.4 0.4 0.3 0.07
H 1.249 4.211 3.716 0.5 -0.6 0.5 0.10
H -0.138 2.071 2.958 -0.6 -0.1 -0.4 0.09
N 1.192 -2.163 -1.340 0.8 -1.9 -0.3 -0.02
C 1.562 -3.432 -1.777 -1.1 0.3 1.4 -0.13
C 2.733 -3.239 -2.463 1.7 0.6 -0.8 -0.11
C 3.088 -1.745 -2.482 -1.3 -3.1 0.5 -0.08
C 2.101 -1.242 -1.702 -2.3 4.5 -0.3 -0.23
H 0.301 -1.987 -0.949 -0.9 0.6 1.1 0.06
H 0.870 -4.285 -1.352 1.9 1.5 -1.4 0.14
H 3.394 -4.048 -2.825 -0.6 0.7 0.0 0.08
H 3.743 -1.143 -3.094 0.3 -0.5 0.2 0.08
H 1.707 -0.100 -1.571 1.5 -2.9 -0.3 0.15
N 3.315 1.970 1.623 1.5 0.8 -2.6 0.02
C 3.430 1.015 0.639 5.2 12.2 -3.8 -0.11
C 4.016 1.670 -0.500 -1.5 1.8 2.3 -0.02
C 4.121 3.269 -0.186 -1.1 -7.0 3.9 -0.02
C 3.777 3.235 1.216 -0.7 -1.9 -3.4 -0.13
H 2.776 1.663 2.376 -0.6 0.7 1.7 0.04
H 3.087 0.177 0.784 -3.2 -8.8 1.2 0.00
H 4.165 1.076 -1.381 0.3 0.5 -0.6 0.04
H 4.550 4.058 -0.726 0.4 0.7 -0.7 0.04
H 3.636 4.077 1.806 -0.1 1.1 1.3 0.07
N 0.482 -1.515 2.603 1.4 -2.5 5.0 0.00
C -0.446 -1.796 3.541 7.3 -3.0 3.2 -0.09
C 0.298 -2.404 4.585 2.6 0.9 -3.6 -0.07
C 1.760 -2.508 4.249 -2.4 0.8 -1.2 -0.04
C 1.721 -1.896 2.965 1.0 -1.1 2.0 -0.17
H 0.194 -1.072 1.864 -1.6 2.7 -6.2 0.01
H -1.389 -1.575 3.610 -5.1 1.4 -0.5 0.07
H -0.080 -2.614 5.475 -1.7 -1.2 3.7 0.03
H 2.666 -2.977 4.813 -2.1 1.2 -1.2 0.12
H 2.555 -1.540 2.438 0.9 0.0 -1.1 0.09
N 0.222 3.037 -3.298 -0.2 -0.1 1.4 0.01
C -0.181 1.864 -3.864 0.5 0.5 -1.9 -0.11
C -0.210 2.027 -5.249 1.7 8.1 6.5 -0.03
C 0.109 3.471 -5.491 -0.3 -5.1 8.9 -0.02
C 0.367 4.004 -4.201 -0.9 -2.6 -3.9 -0.14
H 0.331 3.317 -2.319 -0.2 -0.9 -0.5 0.11
H -0.333 0.987 -3.314 -0.2 -0.9 0.8 0.07
H -0.349 1.408 -5.936 -1.5 -5.5 -5.5 0.00
H 0.133 3.887 -6.333 0.3 3.5 -6.7 -0.01
H 0.771 4.877 -3.896 0.9 2.9 0.7 0.07
N -2.145 -1.775 -2.310 2.4 1.2 5.6 -0.02
C -3.434 -2.127 -2.504 0.7 -0.2 -4.0 -0.20
C -3.556 -2.426 -3.837 2.7 -0.1 -1.4 -0.07
C -2.112 -2.267 -4.383 -3.5 -1.0 -0.6 -0.11
C -1.272 -1.852 -3.415 0.0 -0.6 0.9 -0.13
H -1.854 -1.642 -1.248 0.0 -0.1 -2.6 0.13
H -4.309 -1.992 -1.960 -0.6 0.3 2.0 0.08
H -4.481 -2.726 -4.378 1.1 0.3 0.4 0.08
H -1.871 -2.590 -5.365 0.4 0.1 -0.7 0.06
H -0.088 -1.779 -3.451 -3.1 0.0 0.6 0.15
N 0.604 4.022 -0.095 1.2 -0.1 0.8 -0.01
C 1.318 5.266 -0.438 -8.9 -3.9 -0.1 -0.09
C 0.404 6.081 -0.948 -3.5 0.2 -1.5 -0.06
C -0.933 5.232 -1.019 3.8 0.6 2.2 -0.07
C -0.727 4.033 -0.345 0.0 0.7 -2.3 -0.17
H 0.901 3.129 0.279 1.3 0.6 0.2 0.12
H 2.222 5.204 -0.230 8.1 0.3 1.7 -0.01
H 0.575 7.153 -1.310 -0.5 -1.9 0.5 0.11
H -1.776 5.477 -1.520 -2.5 1.1 -1.3 0.03
H -1.292 3.016 -0.316 0.8 2.3 0.1 0.14
N -0.929 -4.078 0.854 -1.2 1.2 0.4 0.03
C -0.359 -4.993 1.740 -0.3 1.6 -1.8 -0.13
C -0.605 -6.176 1.214 -4.4 2.8 -4.3 -0.09
C -1.590 -6.083 0.031 2.8 -1.2 2.1 -0.07
C -1.727 -4.781 -0.132 1.0 3.3 1.3 -0.15
H -0.941 -3.046 1.099 -0.3 -1.6 -1.0 0.11
H 0.247 -4.724 2.582 0.1 0.3 0.1 0.10
H -0.351 -7.034 1.501 2.3 -6.7 2.7 0.00
H -1.896 -6.870 -0.658 0.0 0.2 0.5 0.09
H -2.292 -4.225 -0.857 0.0 0.3 -0.1 0.08
N -3.452 -0.470 1.100 0.4 -2.3 -1.4 0.01
C -4.095 0.682 1.459 -1.3 -3.5 -0.9 -0.20
C -5.419 0.442 1.497 -4.2 0.2 0.7 -0.16
C -5.718 -0.976 1.283 2.3 1.0 -0.8 -0.12
C -4.463 -1.495 0.898 0.5 -0.7 0.1 -0.14
H -2.348 -0.560 0.818 -2.8 -1.0 0.8 0.10
H -3.626 1.553 1.371 1.9 3.5 0.1 0.05
H -6.298 1.190 1.548 1.9 -1.1 0.3 0.11
H -6.704 -1.474 1.354 1.0 0.4 -0.3 0.08
H -4.279 -2.568 0.407 0.1 2.7 1.6 0.13